No. 1
{"formula": "C23H49BiN2OP3S", "method": "the ωB97M-V functional and the def2-TZVPD basis", "max_force_ha_per_bohr": 0.048, "homo_lumo_gap_ev": 5.13, "charge": 3, "homo_ha": -0.56570, "species": ["Bi", "P", "P", "P", "H", "C", "C", "H", "C", "C", "C", "C", "C", "C", "C", "C", "C", "H", "H", "H", "H", "H", "H", "H", "H", "H", "H", "H", "H", "H", "H", "H", "H", "H", "H", "H", "H", "H", "H", "H", "H", "H", "H", "H", "H", "H", "C", "C", "C", "C", "C", "C", "S", "H", "H", "H", "H", "H", "H", "C", "N", "C", "C", "C", "N", "C", "C", "O", "H", "H", "H", "H", "H", "H", "H", "H", "H", "H", "H", "H"], "coordinates": [[-0.431, 0.409, -0.555], [1.539, 2.025, 0.363], [-2.162, 1.015, 1.604], [-1.597, 2.606, -1.614], [0.224, -2.725, -6.499], [0.272, -1.633, -6.507], [1.416, -0.969, -6.288], [2.399, -1.462, -6.136], [3.011, 1.086, 0.901], [1.166, 3.084, 1.809], [2.256, 3.192, -0.851], [-3.821, 0.275, 1.347], [-1.890, 0.375, 3.307], [-2.702, 2.707, 2.086], [-1.106, 2.886, -3.349], [-1.406, 4.285, -0.903], [-3.418, 2.459, -1.742], [-0.653, -1.096, -6.786], [1.469, 0.120, -6.406], [3.185, 0.283, 0.169], [2.846, 0.628, 1.889], [3.896, 1.743, 0.936], [0.816, 2.459, 2.643], [0.390, 3.820, 1.555], [2.069, 3.626, 2.133], [2.388, 2.672, -1.812], [3.239, 3.538, -0.494], [1.599, 4.062, -0.988], [-4.472, 0.575, 2.185], [-3.730, -0.820, 1.330], [-4.258, 0.615, 0.398], [-2.816, 0.511, 3.894], [-1.063, 0.914, 3.789], [-1.641, -0.695, 3.275], [-3.336, 2.618, 2.984], [-3.289, 3.188, 1.296], [-1.838, 3.334, 2.333], [-1.643, 3.762, -3.743], [-1.342, 2.005, -3.960], [-0.023, 3.068, -3.396], [-1.945, 5.004, -1.538], [-0.352, 4.585, -0.855], [-1.828, 4.327, 0.109], [-3.782, 3.154, -2.513], [-3.903, 2.697, -0.786], [-3.691, 1.436, -2.034], [0.634, -1.293, -3.498], [-0.742, -1.046, -3.670], [-1.648, -2.110, -3.694], [-1.194, -3.426, -3.525], [0.144, -3.643, -3.197], [1.070, -2.591, -3.164], [1.842, -0.047, -3.815], [2.866, -0.845, -4.110], [-1.096, -0.021, -3.818], [-2.715, -1.901, -3.806], [-1.878, -4.281, -3.618], [0.451, -4.677, -3.008], [2.128, -2.761, -2.951], [1.888, -0.076, 4.355], [1.599, -1.468, 4.065], [2.055, -2.441, 5.036], [1.387, -3.762, 4.784], [1.517, -4.147, 3.323], [0.986, -3.092, 2.492], [0.623, -3.446, 1.135], [1.132, -1.778, 2.817], [0.811, -0.867, 1.998], [1.299, 0.565, 3.682], [2.959, 0.153, 4.215], [1.613, 0.145, 5.396], [3.151, -2.557, 4.981], [1.826, -2.068, 6.040], [0.327, -3.697, 5.051], [1.858, -4.531, 5.403], [0.942, -5.056, 3.121], [2.572, -4.348, 3.062], [1.503, -3.665, 0.509], [-0.011, -4.339, 1.165], [0.060, -2.629, 0.663]], "forces_ev_per_a": [[0.18, 0.01, 1.01], [1.75, 0.89, 1.00], [-1.64, 0.01, 1.83], [-0.95, 1.51, -1.14], [0.01, 0.36, 0.10], [0.42, 0.36, -0.30], [-0.13, -0.30, -1.45], [-0.91, 0.13, -0.16], [-0.19, -0.73, -0.11], [-0.68, -0.13, 0.01], [-0.50, -0.18, -0.54], [0.19, -0.35, -0.82], [0.94, -0.48, -0.10], [0.48, 0.47, -0.48], [0.45, -0.43, 0.00], [0.35, -0.17, 0.57], [0.01, -0.56, 0.26], [0.62, -0.36, 0.25], [-0.08, -0.56, -0.11], [0.13, 0.17, 0.27], [-0.08, 0.17, -0.50], [-0.49, -0.06, -0.11], [0.10, 0.18, -0.21], [0.22, -0.16, 0.11], [-0.16, -0.28, -0.29], [0.06, 0.23, 0.20], [-0.40, -0.21, 0.02], [0.28, -0.26, -0.03], [0.35, -0.06, -0.32], [-0.14, 0.26, -0.02], [-0.04, -0.17, 0.28], [0.34, 0.09, -0.47], [-0.23, -0.22, -0.08], [0.01, 0.33, 0.04], [0.26, -0.14, -0.37], [0.12, -0.07, 0.21], [-0.24, -0.03, 0.00], [0.12, -0.27, 0.23], [0.06, 0.31, 0.08], [-0.25, -0.03, -0.11], [0.11, -0.36, 0.07], [-0.33, -0.04, -0.07], [0.12, 0.04, -0.27], [0.21, -0.14, 0.22], [0.12, -0.05, -0.27], [-0.05, 0.24, -0.01], [-0.01, -0.91, 0.50], [0.29, 0.09, 0.31], [-0.05, -0.16, 0.45], [-0.20, 0.32, 0.14], [0.15, -0.20, -0.13], [-0.61, 0.16, -0.27], [-0.40, 1.05, 1.52], [0.14, -0.12, 0.19], [0.12, -0.38, -0.33], [0.36, -0.14, -0.19], [0.31, 0.53, 0.11], [0.12, 0.47, -0.04], [-0.37, -0.09, -0.12], [-0.01, 0.36, 0.07], [-0.40, 0.68, -0.99], [0.56, -0.24, 0.25], [-0.12, -0.47, 0.11], [0.33, -0.45, 0.39], [-0.11, 1.04, -0.37], [-0.19, -0.05, -0.39], [0.01, -0.40, 0.20], [-0.17, 0.29, -0.23], [0.25, -0.28, 0.35], [-0.29, -0.06, 0.14], [0.14, -0.05, -0.30], [-0.23, 0.13, -0.02], [-0.02, -0.03, -0.18], [0.09, -0.09, 0.00], [-0.16, 0.08, -0.03], [0.13, 0.10, 0.01], [-0.29, 0.02, 0.06], [-0.17, 0.05, 0.20], [0.12, 0.15, -0.06], [0.18, -0.34, 0.23]], "mulliken_charge": [0.92, 0.82, 0.58, 0.53, 0.28, -0.52, -0.51, 0.36, -0.88, -1.10, -1.01, -1.28, -1.25, -1.35, -1.15, -0.98, -1.22, 0.26, 0.25, 0.37, 0.00, 0.53, 0.14, 0.29, 0.54, 0.26, 0.51, 0.35, 0.44, 0.44, 0.34, 0.62, 0.37, 0.28, 0.54, 0.44, 0.32, 0.51, 0.40, 0.36, 0.51, 0.24, 0.23, 0.50, 0.34, 0.38, 0.42, -0.23, -0.62, -0.77, -0.67, -0.61, -0.20, 0.21, 0.39, 0.48, 0.48, 0.52, 0.44, -0.84, 0.28, -0.58, -0.72, -0.56, 0.19, -1.04, 0.19, -0.20, -0.11, 0.31, 0.39, 0.31, 0.35, 0.29, 0.37, 0.36, 0.31, 0.35, 0.41, 0.10]}

=====

No. 2
{"formula": "C4H4N2O", "method": "the ωB97M-V functional and the def2-TZVPD basis", "max_force_ha_per_bohr": 0.163, "homo_lumo_gap_ev": 8.57, "relative_energy_ev": 5.158, "charge": 0, "homo_ha": -0.35289, "species": ["O", "C", "C", "C", "C", "N", "N", "H", "H", "H", "H"], "coordinates": [[-2.267, -0.481, 0.300], [-1.538, 0.735, -0.202], [-0.269, 0.535, -0.148], [1.130, 1.243, 0.041], [1.941, 0.022, 0.272], [1.276, -1.185, -0.159], [0.103, -0.827, -0.211], [-1.477, -1.161, 0.235], [-2.326, 1.619, -0.270], [1.590, 2.332, 0.156], [3.115, -0.075, 0.298]], "forces_ev_per_a": [[2.25, 2.39, -2.18], [-7.69, -1.59, 2.81], [8.31, 1.16, 0.00], [1.42, -3.34, 1.00], [1.73, 3.23, -2.71], [1.33, 2.89, 2.14], [-3.99, -1.89, -1.17], [-1.56, 0.99, 0.02], [2.43, -1.85, -0.08], [-1.66, -2.63, -0.21], [-2.58, 0.63, 0.38]], "mulliken_charge": [-0.50, -0.04, 0.29, -0.36, -0.17, -0.53, -0.05, 0.49, 0.29, 0.25, 0.32]}

=====

No. 3
{"formula": "C7H9NO", "method": "the ωB97M-V functional and the def2-TZVPD basis", "max_force_ha_per_bohr": 0.092, "homo_lumo_gap_ev": 9.72, "relative_energy_ev": 6.821, "charge": 0, "homo_ha": -0.33542, "species": ["O", "C", "C", "C", "C", "C", "N", "C", "C", "H", "H", "H", "H", "H", "H", "H", "H", "H"], "coordinates": [[1.819, -0.260, 2.398], [2.043, -0.229, 1.194], [1.085, -1.050, 0.103], [-0.423, -1.079, -0.147], [-1.286, -0.017, 0.445], [-0.239, 1.013, 0.652], [-0.097, 1.009, -0.986], [-1.603, 0.697, -0.862], [0.481, -0.340, -1.088], [2.688, 0.450, 0.660], [1.713, -1.919, -0.430], [-0.786, -2.069, -0.479], [-2.133, -0.256, 1.133], [0.851, 0.964, 1.227], [-0.846, 1.947, 0.956], [-2.006, 1.817, -1.009], [-2.120, -0.040, -1.572], [0.859, -0.638, -2.194]], "forces_ev_per_a": [[1.74, -0.42, -1.78], [-3.73, -2.46, 0.65], [3.39, -0.31, -0.77], [1.09, -4.26, -0.32], [-0.88, -0.46, 0.39], [1.24, 4.44, -0.02], [0.03, 0.17, 2.36], [-0.79, 1.86, -2.27], [0.52, -0.05, -2.44], [1.07, 0.30, 0.01], [-1.55, 1.55, 1.79], [-0.18, 0.65, 0.54], [1.11, -0.01, -0.21], [-4.36, 0.75, -1.61], [1.66, -0.90, -0.49], [0.01, -2.75, 1.12], [1.00, 1.35, 0.28], [-1.38, 0.55, 2.76]], "mulliken_charge": [-0.47, -0.05, -0.25, -0.47, -0.12, -0.45, -0.50, -0.36, -0.12, 0.43, 0.35, 0.39, 0.48, 0.03, 0.31, 0.26, 0.28, 0.29]}

=====

No. 4
{"formula": "C44H39Br3CsIN4O2S2Sb", "method": "the ωB97M-V functional and the def2-TZVPD basis", "max_force_ha_per_bohr": 0.034, "homo_lumo_gap_ev": 6.44, "relative_energy_ev": 0.638, "charge": -1, "homo_ha": -0.16833, "species": ["Cs", "C", "C", "N", "C", "C", "S", "C", "C", "S", "C", "N", "C", "H", "H", "H", "H", "H", "H", "H", "H", "C", "C", "C", "C", "C", "C", "Br", "C", "C", "Br", "C", "O", "C", "N", "H", "H", "H", "H", "H", "H", "O", "C", "C", "C", "N", "C", "Br", "C", "H", "H", "H", "H", "I", "C", "C", "C", "C", "C", "C", "C", "Sb", "C", "C", "C", "C", "C", "C", "C", "C", "C", "C", "C", "C", "C", "C", "H", "H", "H", "H", "H", "H", "H", "H", "H", "H", "H", "H", "H", "H", "H", "H", "H", "H", "H", "H", "H"], "coordinates": [[-1.829, 0.807, -1.712], [-2.506, -2.735, 1.096], [-2.012, -3.427, -0.124], [-1.735, -2.881, -1.255], [-1.305, -3.792, -2.194], [-1.241, -5.075, -1.739], [-1.747, -5.161, -0.107], [-0.991, -3.377, -3.563], [-0.589, -4.223, -4.556], [-0.384, -3.366, -6.021], [-0.819, -1.885, -5.192], [-1.113, -2.067, -3.952], [-0.827, -0.578, -5.906], [-2.759, -1.707, 0.853], [-1.740, -2.735, 1.875], [-3.388, -3.240, 1.492], [-0.940, -5.964, -2.270], [-0.416, -5.285, -4.505], [-0.630, -0.717, -6.968], [-0.065, 0.086, -5.487], [-1.794, -0.092, -5.778], [-0.841, 0.548, 2.510], [-2.339, 0.445, 2.522], [-3.045, 0.180, 3.713], [-4.410, 0.100, 3.682], [-5.103, 0.279, 2.466], [-6.504, 0.228, 2.322], [-7.625, -0.087, 3.844], [-7.097, 0.403, 1.099], [-6.313, 0.631, -0.025], [-7.175, 0.842, -1.710], [-4.902, 0.703, -0.017], [-4.194, 0.913, -1.038], [-4.308, 0.523, 1.309], [-2.963, 0.600, 1.376], [-0.442, 0.618, 3.523], [-0.543, 1.428, 1.937], [-0.399, -0.330, 2.032], [-2.506, 0.035, 4.642], [-4.970, -0.099, 4.586], [-8.173, 0.368, 1.005], [-3.466, 7.427, 1.929], [-2.890, 6.206, 1.826], [-2.845, 5.301, 2.884], [-2.227, 4.082, 2.675], [-1.682, 3.721, 1.518], [-1.756, 4.585, 0.526], [-1.050, 4.009, -1.131], [-2.329, 5.843, 0.610], [-3.850, 7.531, 2.805], [-3.285, 5.545, 3.843], [-2.167, 3.346, 3.471], [-2.355, 6.506, -0.242], [1.208, 2.015, -3.454], [1.985, 2.868, 1.082], [3.259, 2.634, 0.317], [4.307, 3.543, 0.413], [5.491, 3.349, -0.284], [5.630, 2.242, -1.105], [4.585, 1.335, -1.214], [3.408, 1.508, -0.498], [1.764, 0.127, -0.730], [2.001, -1.134, 1.105], [1.200, -2.268, 0.936], [1.031, -3.219, 1.930], [1.651, -3.029, 3.155], [2.444, -1.909, 3.346], [2.641, -0.961, 2.339], [3.560, 0.194, 2.647], [2.787, -1.334, -1.982], [2.180, -1.548, -3.218], [2.716, -2.405, -4.166], [3.884, -3.092, -3.878], [4.488, -2.911, -2.646], [3.967, -2.039, -1.689], [4.730, -1.904, -0.397], [2.080, 3.718, 1.758], [1.711, 1.988, 1.671], [1.163, 3.072, 0.392], [4.192, 4.419, 1.042], [6.297, 4.067, -0.191], [6.544, 2.088, -1.665], [4.684, 0.489, -1.885], [0.698, -2.417, -0.020], [0.424, -4.100, 1.751], [1.524, -3.750, 3.954], [2.943, -1.767, 4.300], [4.342, -0.122, 3.341], [3.014, 1.013, 3.122], [4.035, 0.586, 1.753], [1.270, -1.013, -3.455], [2.237, -2.523, -5.128], [4.333, -3.748, -4.615], [5.405, -3.445, -2.418], [5.766, -2.220, -0.534], [4.285, -2.535, 0.375], [4.726, -0.878, -0.036]], "forces_ev_per_a": [[1.40, -0.81, -0.65], [0.01, 0.01, 0.05], [0.05, -0.70, 0.17], [-0.03, 0.49, -0.23], [0.00, -0.33, 0.29], [-0.01, 0.00, 0.04], [-0.01, 0.38, -0.13], [0.16, -0.14, -0.41], [-0.07, 0.04, -0.04], [-0.05, 0.31, 0.30], [0.08, -0.52, -0.43], [-0.14, 0.33, 0.43], [0.04, 0.07, 0.04], [-0.01, 0.01, -0.02], [0.00, 0.05, -0.03], [-0.03, 0.05, 0.00], [0.00, 0.04, -0.04], [-0.02, 0.01, 0.04], [-0.03, 0.04, -0.01], [-0.02, -0.01, 0.02], [0.00, 0.00, -0.02], [-0.05, -0.03, -0.01], [0.03, 0.07, -0.06], [-0.17, -0.02, 0.02], [0.11, 0.01, 0.03], [0.17, 0.03, -0.18], [-0.34, -0.03, 0.09], [0.08, 0.02, -0.10], [0.10, -0.02, 0.24], [0.16, 0.00, -0.31], [0.00, 0.00, 0.11], [-0.46, 0.09, -0.03], [-1.59, 0.04, 0.59], [-0.17, -0.03, 0.25], [0.20, 0.06, -0.08], [0.05, -0.01, -0.01], [-0.02, -0.01, 0.02], [0.01, -0.01, 0.03], [0.02, 0.02, 0.00], [-0.02, -0.01, 0.00], [0.00, -0.02, -0.01], [-0.01, 0.11, -0.09], [0.12, -0.26, -0.02], [-0.03, 0.06, 0.05], [-0.03, 0.05, 0.04], [0.12, -0.09, -0.16], [-0.22, -0.01, 0.15], [0.31, 0.52, -0.01], [-0.03, 0.09, -0.03], [-0.01, -0.02, 0.05], [0.01, -0.03, 0.00], [-0.04, 0.04, 0.02], [-0.03, 0.02, 0.03], [0.06, 0.30, -0.36], [0.03, -0.01, -0.11], [-0.02, 0.03, 0.09], [0.04, 0.02, 0.01], [0.00, -0.01, 0.01], [0.03, 0.03, 0.00], [-0.03, 0.05, -0.10], [-0.06, -0.09, -0.10], [0.57, -0.47, 0.50], [-0.07, 0.09, -0.21], [0.05, -0.02, -0.09], [-0.01, -0.04, 0.02], [0.00, 0.00, 0.04], [0.00, -0.03, 0.02], [0.06, -0.02, -0.02], [-0.04, -0.05, 0.04], [0.06, 0.10, 0.06], [-0.14, -0.01, 0.03], [0.06, -0.07, -0.04], [-0.02, 0.04, -0.01], [0.02, -0.01, -0.01], [0.07, 0.03, 0.01], [-0.12, -0.05, 0.03], [-0.03, -0.01, 0.02], [-0.03, 0.07, -0.02], [-0.04, -0.01, 0.03], [-0.01, -0.01, 0.01], [-0.01, 0.00, -0.01], [-0.01, 0.00, -0.01], [0.02, 0.04, 0.00], [-0.02, -0.04, 0.05], [0.01, 0.03, -0.01], [0.01, 0.01, 0.00], [0.00, 0.00, -0.01], [-0.01, 0.02, 0.00], [0.05, 0.00, -0.01], [0.02, 0.02, -0.03], [0.03, 0.07, -0.03], [-0.04, 0.01, 0.00], [-0.02, -0.03, 0.02], [0.00, 0.01, 0.00], [-0.01, 0.03, -0.01], [-0.02, 0.03, 0.07], [-0.01, -0.03, 0.10]], "mulliken_charge": [1.42, -0.51, 0.45, -0.16, 0.09, -0.50, -0.27, 0.10, -0.53, -0.26, 0.59, -0.21, -0.88, -0.23, 0.16, 0.56, 0.40, 0.39, 0.39, 0.10, 0.23, 0.99, -0.21, -1.15, -1.04, 1.02, -0.03, -0.30, -0.29, -0.12, -0.23, 0.58, -0.82, -1.00, 0.78, 0.51, -0.28, -0.69, 0.52, 0.34, 0.41, -0.55, 1.03, -0.74, -0.52, -0.13, 0.00, -0.34, -0.39, 0.29, 0.29, 0.38, 0.47, -0.50, -1.07, 0.94, -0.67, -0.74, -0.84, -0.93, 0.87, 0.34, 0.96, -0.69, -0.58, -0.91, -0.66, 1.38, -1.65, 0.23, -0.95, -0.58, -0.93, -0.71, 1.54, -1.16, 0.52, -0.19, 0.00, 0.40, 0.35, 0.43, 0.46, 0.16, 0.41, 0.32, 0.37, 0.54, 0.29, 0.06, 0.14, 0.46, 0.37, 0.39, 0.48, 0.26, 0.02]}